[1]
61
Properties=species:S:1:pos:R:3:forces:R:3:lowdin_charge:R:1 method="wB97M-V/def2-TZVPD" max_force_ev_per_a=3.359 gap_ev=5.59 relative_energy_kcal_mol=0.0 homo_energy_ev=-6.6
C 0.70822 2.41824 2.20786 -0.02 0.70 -0.23 -0.33
C 1.02352 2.81410 0.84887 -0.55 0.13 0.04 -0.24
C -0.17647 3.22334 0.22364 0.50 -0.09 0.15 -0.21
H 2.02279 2.87838 0.44057 -0.11 -0.21 -0.08 0.08
C -1.23685 3.12148 1.15688 0.46 0.35 0.47 -0.20
C -0.68428 2.72570 2.40358 -0.39 -0.58 -0.30 -0.24
H -1.18328 2.70237 3.37373 -0.01 -0.23 -0.43 0.08
H 1.41915 2.19685 3.00091 -0.10 0.15 -0.26 0.07
H -0.25657 3.57542 -0.80176 -0.03 -0.24 0.21 0.09
H -2.27526 3.38697 0.96158 0.33 -0.07 0.14 0.09
Cd -0.02838 0.48557 1.23613 0.22 0.35 -0.95 1.32
C 0.02679 -2.60507 -2.80502 0.01 2.81 1.84 -0.28
H -1.01888 -2.81587 -2.55466 0.45 -0.36 -0.30 -0.06
H 0.42796 -3.03026 -3.73717 -0.62 0.43 0.40 -0.01
H 0.70476 -2.90008 -1.97494 -0.58 -0.17 -0.38 -0.02
Si 0.20447 -0.33032 -2.27271 0.03 -1.98 -1.38 0.72
C 1.66059 -0.27292 -3.53549 1.02 0.72 -0.27 -0.39
C 2.69983 0.68585 -3.37919 0.13 -0.79 -1.07 -0.12
H 2.67505 1.37426 -2.52337 0.10 -0.27 -0.42 0.08
C 3.72998 0.77059 -4.34601 0.09 -0.37 -0.33 -0.10
H 4.47746 1.56894 -4.29242 -0.24 -0.29 0.14 0.09
C 3.84579 -0.17719 -5.40148 -0.13 0.22 0.74 -0.11
H 4.69044 -0.17405 -6.12114 -0.57 0.17 0.73 0.10
C 2.84894 -1.14983 -5.53018 -0.37 0.60 0.19 -0.10
H 2.93733 -1.93264 -6.29661 -0.22 0.52 0.21 0.10
C 1.70770 -1.08756 -4.70304 0.55 -0.05 0.06 -0.15
H 0.84829 -1.69471 -5.02393 0.55 0.25 0.57 0.09
C -1.00973 0.72898 -3.35265 -0.48 0.73 -0.12 -0.34
C -0.77023 1.07852 -4.70656 -0.22 -0.23 -0.18 -0.10
H 0.20163 0.88974 -5.16078 -0.24 -0.14 0.17 0.09
C -1.76000 1.63764 -5.52834 -0.05 -0.05 0.56 -0.09
H -1.57838 1.82569 -6.59333 0.06 -0.08 0.49 0.10
C -3.00702 1.94577 -4.97669 0.38 -0.13 -0.10 -0.11
H -3.79233 2.32357 -5.62772 0.05 0.03 0.24 0.09
C -3.21324 1.78068 -3.60793 0.13 0.01 -0.20 -0.11
H -4.17329 2.08408 -3.20467 0.12 -0.02 0.21 0.09
C -2.21524 1.22010 -2.80324 0.15 -0.44 -0.66 -0.15
H -2.36510 1.11793 -1.73478 -0.19 -0.05 0.10 0.06
H -0.41789 -4.90912 -2.01400 -0.64 -0.33 -0.79 0.04
H -0.83830 -4.82940 -2.65281 0.50 -0.55 0.93 0.04
N -0.16688 -2.12276 5.17560 0.01 -0.71 0.22 0.16
C 0.27268 -1.13472 6.05384 -0.60 0.48 -0.62 -0.19
C 0.40426 -1.13623 7.43186 0.34 0.31 0.96 -0.03
C 0.65661 0.09379 8.07308 -0.12 -0.36 -0.65 -0.08
C 0.72843 1.29175 7.32112 0.05 -0.38 -0.45 -0.08
C 0.59897 1.26255 5.92729 0.08 0.44 -0.08 -0.01
C 0.35748 0.04739 5.27432 -0.25 -0.96 0.68 -0.22
N 0.00251 -0.24472 3.96694 -0.34 -1.71 -0.54 0.13
C -0.31832 -1.55412 3.93791 0.89 2.32 1.29 -0.27
C -0.92385 -2.19406 2.79027 -1.24 -0.58 -1.55 -0.32
C -1.53549 -3.42613 2.75134 -0.19 0.79 0.03 -0.31
S -2.50630 -3.59596 1.30499 1.33 0.79 0.39 1.04
C -1.91251 -2.06490 0.72652 1.14 -0.05 1.87 -0.41
N -1.12119 -1.44508 1.62243 -1.08 -1.35 -0.98 -0.11
H -0.41139 -3.07879 5.45862 0.25 0.85 -0.37 0.17
H 0.30170 -2.07161 7.99409 0.07 0.46 -0.11 0.11
H 0.79109 0.14256 9.15779 -0.14 -0.14 -0.44 0.10
H 0.87808 2.24811 7.83967 -0.02 -0.51 -0.32 0.11
H 0.65051 2.16716 5.31454 -0.04 -0.18 0.38 0.10
H -1.51132 -4.12740 3.58724 -0.31 0.03 -0.60 0.08
H -2.09502 -1.70857 -0.30062 0.10 -0.02 0.72 0.07

[2]
65
Properties=species:S:1:pos:R:3:forces:R:3:lowdin_charge:R:1 method="wB97M-V/def2-TZVPD" max_force_ev_per_a=5.133 gap_ev=6.65 relative_energy_kcal_mol=108.8 homo_energy_ev=-11.7 total_charge=+1
N -1.24923 -1.49537 1.33984 0.43 1.95 -0.47 -0.34
P -1.28865 -0.80172 -0.12284 0.49 -1.06 2.56 0.75
C -0.79605 1.04326 -0.15518 0.63 2.46 -1.55 -0.39
C 0.78283 1.47780 0.00354 1.03 -3.43 0.44 -0.12
C 0.95765 1.53176 1.64035 -4.66 1.31 -1.70 0.13
N -0.33809 1.80704 2.09678 3.37 -0.53 0.56 -0.10
C -0.71879 1.92284 3.58838 -0.36 -0.65 0.18 -0.07
C -0.92726 3.46622 4.08744 -0.82 0.97 -0.10 -0.27
O -2.33554 3.91010 3.81774 1.08 -1.79 -0.15 -0.11
C -0.65350 3.74888 5.67207 0.55 0.16 0.53 -0.21
N 0.12271 2.68600 6.40973 -0.99 -0.40 -0.88 -0.05
C -1.44332 1.98165 1.04035 0.18 -0.72 -2.18 -0.09
H -0.92148 -0.77359 2.01848 -0.39 -1.02 -0.39 -0.07
H -0.38666 -1.59158 -0.96807 -1.07 1.22 -0.15 0.03
H -2.67935 -0.87903 -0.57938 1.28 0.38 -0.51 0.03
H -1.02349 1.38500 -1.26492 -0.11 -0.30 2.36 0.14
H 1.22093 2.33892 -0.65985 -1.12 -1.05 1.72 0.12
H 1.39824 0.53209 -0.38565 -0.93 1.98 1.01 0.14
H 1.94624 1.37971 2.25842 -2.47 0.40 -0.94 0.18
H -1.75138 1.33442 3.67395 2.28 1.24 -0.05 0.16
H 0.09569 1.30993 4.16193 -1.59 1.42 -0.95 0.13
H -0.25521 4.24337 3.47930 -1.44 -2.00 1.05 0.17
H -2.97563 3.15519 3.97116 1.23 1.22 -0.01 0.11
H -1.66583 3.91171 6.24829 1.96 -0.37 -1.42 0.14
H -0.04185 4.75101 5.75388 -1.30 -1.94 -0.24 0.13
H -0.52046 1.88308 6.65718 1.30 1.18 -0.50 0.09
H 0.96070 2.34423 5.87845 -1.24 0.46 0.84 0.07
H -1.43326 3.09343 0.65023 -0.16 -2.18 1.09 0.16
H -2.53908 1.61692 1.34555 2.80 0.92 -0.09 0.16
C 4.62399 5.30377 -0.44583 0.20 0.00 -0.06 -0.09
C 3.25942 5.04104 -1.04831 0.35 0.49 0.11 -0.31
O 2.76900 3.78317 -0.60830 -0.50 -0.64 0.43 -0.12
H 5.32878 4.51582 -0.73102 -0.11 0.15 -0.06 0.08
H 5.01834 6.26800 -0.77876 -0.02 -0.11 0.10 0.08
H 4.57129 5.30302 0.64781 -0.02 0.14 -0.05 0.07
H 3.32062 5.02075 -2.14039 -0.13 -0.18 0.20 0.12
H 2.54567 5.81769 -0.75705 0.07 0.10 -0.14 0.11
H 2.71041 3.81447 0.36196 0.19 0.13 -0.50 0.08
C -1.12934 -4.74394 -4.27611 0.11 -0.11 -0.20 -0.08
C -0.56068 -4.14410 -3.00691 -0.23 -0.75 -0.14 -0.31
O -0.81599 -2.74765 -2.97373 -0.29 0.93 0.04 -0.15
H -0.68638 -4.26962 -5.15800 -0.03 -0.32 0.18 0.06
H -0.93702 -5.81970 -4.31939 -0.08 0.11 0.00 0.09
H -2.20981 -4.57634 -4.33355 0.04 -0.13 0.08 0.09
H 0.52207 -4.29449 -2.96415 -0.14 0.24 0.04 0.12
H -1.00824 -4.60413 -2.12061 0.11 -0.11 0.00 0.11
H -1.78031 -2.62514 -3.00364 0.42 -0.16 -0.07 0.09
C -1.07530 -5.48610 3.24542 0.09 -0.13 0.21 -0.10
C -1.17928 -5.51451 1.73465 -0.09 0.26 0.23 -0.34
O -2.47139 -5.08728 1.32932 -0.27 0.27 -0.18 -0.10
H -1.83358 -6.13514 3.69564 0.15 0.02 -0.12 0.08
H -0.08628 -5.81711 3.57467 -0.08 0.05 0.05 0.07
H -1.25406 -4.47559 3.62713 0.12 -0.02 -0.07 0.07
H -1.02184 -6.52989 1.35915 -0.18 0.16 -0.05 0.11
H -0.43277 -4.85788 1.27746 0.19 -0.08 0.05 0.10
H -2.59801 -4.18167 1.66047 0.14 -0.39 -0.17 0.07
C 1.37091 -0.82273 -6.00196 0.25 0.10 -0.05 -0.09
C 0.00634 -1.08546 -6.60445 0.11 -0.09 0.26 -0.32
O -0.48408 -2.34332 -6.16443 -0.16 -0.01 0.13 -0.11
H 2.07570 -1.61068 -6.28715 -0.12 0.13 -0.05 0.08
H 1.76526 0.14150 -6.33490 0.03 -0.07 0.07 0.07
H 1.31821 -0.82348 -4.90833 -0.04 0.08 -0.05 0.06
H 0.06755 -1.10575 -7.69652 -0.12 -0.12 0.18 0.12
H -0.70741 -0.30881 -6.31318 0.05 0.18 -0.13 0.11
H -0.54266 -2.31203 -5.19417 0.05 0.04 -0.31 0.04

[3]
149
Properties=species:S:1:pos:R:3:forces:R:3:lowdin_charge:R:1 method="wB97M-V/def2-TZVPD" s_squared=0.754 multiplicity=2 max_force_ev_per_a=4.823 gap_ev="9.55 / 3.09" homo_energy_ev="-11.6 / -11.6" total_charge=+1
C -14.43840 2.00282 4.08727 0.28 0.21 -0.67 -0.08
O -13.50744 2.26194 5.13918 0.18 -0.13 0.93 -0.26
P -14.05915 2.64621 6.59248 0.60 -3.33 -0.52 0.40
O -14.76588 3.89370 6.64412 -0.55 1.41 0.37 -0.19
O -14.97016 1.34842 6.93868 0.40 1.47 0.37 -0.20
C -14.39524 0.07955 7.16643 1.06 -1.28 0.15 -0.11
O -12.71103 2.45040 7.45754 -1.32 -0.17 -0.22 -0.19
C -11.54317 3.17446 7.18262 0.66 0.58 -0.03 -0.11
H -14.15713 2.76606 3.36171 -0.60 -0.29 -0.47 0.08
H -15.49620 2.04819 4.34634 0.14 0.41 0.36 0.10
H -14.27990 0.99644 3.69972 0.29 0.09 -0.04 0.10
H -14.91942 -0.75920 6.70835 -0.60 0.57 -0.40 0.09
H -14.34415 -0.20325 8.21786 -0.09 0.59 0.19 0.09
H -13.38037 0.01920 6.77337 0.10 0.16 -0.02 0.08
H -10.75994 2.54037 6.76718 -0.13 -0.24 0.00 0.08
H -11.16013 3.61634 8.10246 -0.10 -0.15 0.17 0.10
H -11.70314 3.99558 6.48385 -0.31 -0.05 -0.20 0.06
C -9.94983 -1.71502 7.82205 -0.26 -1.35 -0.50 -0.12
O -8.81500 -0.99026 8.19739 2.56 1.45 0.02 -0.24
P -7.39132 -1.10577 7.39109 0.36 -0.69 0.24 0.52
O -7.27767 -2.32196 6.54276 -0.24 1.91 0.60 -0.24
O -6.27638 -1.04250 8.59049 -2.02 0.69 -1.25 -0.23
C -4.90015 -1.09871 8.19280 0.97 0.15 0.22 -0.10
O -7.23747 0.33975 6.58259 0.21 -2.93 0.99 -0.23
C -7.52294 1.53725 7.25775 -0.60 0.88 -0.76 -0.12
H -10.67693 -1.73769 8.63378 0.23 0.30 0.09 0.09
H -9.61936 -2.73708 7.63691 -0.37 -0.13 -0.21 0.09
H -10.41598 -1.31724 6.92063 0.02 0.09 -0.04 0.08
H -4.64500 -0.63498 7.23993 -0.57 -0.43 -0.38 0.05
H -4.56715 -2.13278 8.28174 0.03 0.12 -0.33 0.10
H -4.29336 -0.47898 8.85299 -0.37 -0.14 0.53 0.09
H -7.84002 1.44565 8.29658 0.27 -0.13 -0.03 0.10
H -8.34109 1.94051 6.66099 -0.41 0.37 0.37 0.06
H -6.70265 2.23862 7.10513 0.21 -0.15 0.48 0.07
C -3.13111 -1.00436 3.79805 -0.61 -2.64 -0.85 -0.17
O -2.24788 0.03060 3.93279 0.43 4.10 2.51 -0.22
P -2.63869 1.16867 5.11653 1.76 -2.42 -1.25 0.51
O -2.72286 0.58476 6.48792 -0.37 1.10 -1.60 -0.24
O -3.95796 1.78258 4.43685 1.07 -0.19 1.41 -0.20
C -4.61862 2.81921 5.19461 -0.64 0.38 -0.86 -0.08
O -1.43268 2.22839 4.93024 -2.43 0.50 -0.41 -0.24
C -0.08720 1.87108 5.07694 1.03 -1.67 0.31 -0.11
H -3.92846 -1.10001 4.53506 -0.01 0.39 0.09 0.09
H -2.53481 -1.91464 3.86064 -0.14 -0.28 0.14 0.09
H -3.53998 -1.01324 2.78768 -0.33 0.22 0.04 0.09
H -4.34056 3.73060 4.66533 0.08 0.39 0.69 0.08
H -4.42988 2.79796 6.26793 0.48 0.06 -0.13 0.09
H -5.69733 2.71564 5.07730 0.03 -0.35 -0.19 0.08
H 0.22240 1.27040 4.22170 0.02 0.05 -0.10 0.09
H -0.00289 1.23157 5.95558 0.27 0.06 0.14 0.09
H 0.61822 2.69647 5.17290 -0.68 0.41 0.00 0.09
C -7.10997 10.19261 6.32246 0.45 0.67 0.95 -0.13
O -7.52437 10.01543 4.98357 0.32 -0.07 -1.20 -0.23
P -6.68796 10.68648 3.74089 -1.26 1.19 0.59 0.46
O -5.23700 10.70083 3.85123 -0.14 -0.20 0.14 -0.20
O -7.24393 9.92150 2.46980 1.61 0.68 1.64 -0.20
C -8.59005 9.90093 2.15247 -1.80 -0.04 -0.82 -0.12
O -7.40707 12.17253 3.67354 0.98 -2.89 -0.92 -0.21
C -6.76467 13.21503 4.33045 -0.68 2.27 1.88 -0.15
H -6.53057 11.09806 6.50290 0.44 0.01 -0.52 0.09
H -6.53427 9.34573 6.69590 0.06 -0.01 -0.22 0.08
H -7.94391 10.37467 7.00032 -0.56 -0.45 -0.41 0.07
H -8.91668 8.86145 2.18234 -0.15 0.02 -0.37 0.09
H -8.68759 10.36553 1.17128 -0.19 -0.42 -0.16 0.10
H -9.26658 10.46572 2.79388 0.39 0.15 0.44 0.08
H -5.86330 13.04281 4.91865 0.45 -0.61 -0.90 0.09
H -7.43834 13.53652 5.12475 -0.39 0.09 0.17 0.08
H -6.70296 14.11331 3.71613 0.48 -0.38 -0.40 0.10
C -7.66970 7.62674 8.67712 -0.57 -0.56 -0.93 -0.13
O -6.40199 8.06485 9.10566 -0.05 0.29 0.24 -0.20
P -6.24693 8.58376 10.60169 0.83 0.18 1.66 0.40
O -4.84799 8.75788 11.00762 -0.60 -0.26 -0.51 -0.22
O -7.12048 9.92170 10.70824 -0.17 -0.21 -0.83 -0.20
C -6.99947 10.98992 9.73681 0.12 0.29 -0.12 -0.08
O -7.09786 7.53043 11.48840 0.71 0.81 0.15 -0.22
C -6.43479 6.73595 12.51224 0.65 -1.37 -0.25 -0.08
H -7.92668 8.12976 7.74490 0.02 0.29 -0.01 0.05
H -8.48753 7.78526 9.38005 0.21 0.01 0.25 0.10
H -7.59220 6.57364 8.40681 -0.06 -0.20 0.30 0.09
H -7.95112 11.15982 9.23322 -0.23 -0.15 0.36 0.08
H -6.27567 10.85269 8.93346 0.28 -0.70 0.24 0.08
H -6.68573 11.91821 10.21425 -0.19 -0.23 0.40 0.10
H -6.83361 6.78327 13.52556 -0.52 0.80 -0.37 0.09
H -5.35208 6.83953 12.58366 -0.09 0.90 -0.30 0.08
H -6.51796 5.68937 12.21924 -0.44 -0.02 -0.20 0.08
C -10.76076 6.43324 6.93084 -0.52 0.41 1.51 0.00
O -9.73226 5.49319 6.80313 0.50 0.62 -1.29 0.08
C -9.20270 5.56895 5.43933 0.78 -1.33 -0.15 -0.05
C -7.95125 4.72131 5.30631 0.58 0.03 -0.02 -0.18
O -6.91021 5.16841 6.12333 -0.25 -0.38 1.35 -0.18
C -6.11278 6.25580 5.66673 0.18 -0.47 0.44 -0.04
H -10.19819 7.36625 6.96412 -0.12 0.73 -0.66 0.13
H -11.25390 6.41954 7.90281 0.15 -0.78 0.03 0.13
H -11.49888 6.37609 6.13084 0.35 0.31 -0.47 0.11
H -9.02022 6.57336 5.05729 -0.38 0.51 0.64 0.16
H -10.03618 5.16181 4.86692 -0.28 -0.14 -0.49 0.14
H -7.54705 4.71470 4.29405 -0.73 0.04 -0.49 0.12
H -8.18641 3.68602 5.55328 0.10 0.05 0.11 0.11
H -5.57275 5.96446 4.76585 -0.21 0.43 -0.37 0.08
H -5.35189 6.40743 6.43234 -0.08 0.02 0.00 0.10
H -6.71508 7.16262 5.61187 0.05 0.22 -0.52 0.08
C -10.52117 2.02834 3.47399 0.12 0.47 -0.42 -0.06
O -9.50657 3.02426 3.15149 -1.48 -0.36 0.84 -0.18
C -9.54669 3.41869 1.79777 0.39 -0.92 -0.80 -0.22
C -8.41390 4.34498 1.48854 0.60 -0.63 0.74 -0.20
O -7.22827 3.57056 1.56699 -1.45 -0.88 0.65 -0.16
C -6.03556 4.24978 1.66426 0.78 1.21 -1.76 -0.12
H -10.49422 1.77568 4.53397 0.34 0.22 -0.07 0.07
H -10.44677 1.10629 2.89746 0.65 -0.04 -0.13 0.10
H -11.53042 2.37317 3.24902 -0.07 0.50 0.06 0.06
H -10.45947 3.87183 1.41098 -0.59 0.14 0.68 0.13
H -9.40367 2.51532 1.20485 0.04 -0.14 -0.31 0.13
H -8.40475 5.11365 2.26130 0.12 0.48 0.06 0.11
H -8.60160 4.80926 0.52039 0.35 0.07 -0.27 0.13
H -5.90460 4.70641 0.68322 0.55 0.46 -0.30 0.09
H -5.18236 3.57788 1.75758 -0.32 -0.16 0.53 0.10
H -5.99703 5.10041 2.34473 -0.14 -0.30 0.65 0.06
C -4.77805 7.58317 1.89072 1.24 -0.32 0.26 -0.06
O -4.15126 6.57324 2.72390 -1.13 -0.43 0.52 -0.22
C -2.79548 6.79303 3.04554 0.89 1.69 0.06 -0.21
C -2.16498 5.90738 4.09875 -1.19 -1.12 0.16 -0.19
O -2.79934 6.10201 5.36985 0.74 -0.04 0.49 -0.20
C -2.12221 5.49249 6.50291 -0.54 -0.62 -0.90 -0.07
H -4.40577 7.40372 0.88210 0.03 0.51 -0.19 0.09
H -4.56108 8.58052 2.27324 0.38 0.09 -0.17 0.07
H -5.86672 7.55364 1.84570 0.00 -0.81 0.47 0.07
H -2.65760 7.81278 3.40501 -0.23 0.40 -0.01 0.13
H -2.16510 6.71958 2.15936 0.05 -0.18 -0.34 0.13
H -1.07977 5.97750 4.17290 0.10 0.83 -0.11 0.13
H -2.28451 4.89914 3.70219 -0.34 -0.70 0.47 0.11
H -2.23206 4.41043 6.43100 0.04 -0.22 -0.06 0.06
H -2.59178 5.77506 7.44512 -0.13 0.46 -0.31 0.09
H -1.05010 5.67991 6.56260 0.04 0.46 -0.26 0.09
C -11.27183 10.36348 6.39426 0.44 0.75 -0.48 -0.08
O -11.72183 9.10878 5.88362 -0.04 0.13 0.74 -0.19
C -12.12123 9.14384 4.54014 -0.82 -0.85 -1.73 -0.17
C -12.92359 7.85937 4.10296 0.22 -0.46 1.32 -0.15
O -12.12903 6.75472 3.70860 2.23 1.46 0.25 -0.22
C -12.72823 5.52640 3.55372 -0.82 -0.72 -0.01 -0.13
H -11.93948 11.21490 6.26218 -0.87 -0.39 -0.03 0.09
H -10.39602 10.74208 5.86728 0.51 -0.47 -0.19 0.08
H -11.02417 10.33130 7.45526 -0.18 -0.60 -0.07 0.09
H -11.27647 9.30014 3.86929 0.37 -0.17 -0.04 0.11
H -12.79489 9.96988 4.31221 -0.19 0.27 0.42 0.13
H -13.68190 7.99269 3.33141 0.02 0.72 -0.03 0.13
H -13.41440 7.50448 5.00920 -0.65 0.35 0.24 0.12
H -13.34235 5.21435 4.39846 -0.04 0.07 0.54 0.08
H -11.91622 4.80811 3.44066 -0.14 -0.16 -0.29 0.07
H -13.41792 5.51046 2.70981 0.12 -0.11 -0.43 0.10